Record 1
{
  "formula": "C6H14O",
  "method": "the ωB97M-V functional and the def2-TZVPD basis",
  "symbols": ["C", "C", "C", "C", "C", "C", "H", "H", "H", "H", "H", "H", "H", "H", "H", "H", "H", "H", "H", "H", "O"],
  "coordinates": [[-1.481, 0.825, 1.656], [-1.614, 0.584, 0.170], [-0.256, 0.150, -0.221], [-0.020, -1.241, 0.148], [0.839, 0.866, -0.614], [2.253, 0.577, -0.420], [-2.124, 1.659, 1.984], [-0.464, 1.017, 1.863], [-1.797, -0.091, 2.194], [-2.213, -0.304, -0.036], [-1.994, 1.247, -0.650], [-0.885, -1.788, 0.528], [1.002, -1.611, 0.178], [0.412, -1.460, 2.031], [0.679, 1.887, -0.966], [2.798, 0.481, -1.332], [2.432, -0.320, 0.130], [2.702, 1.387, 0.141], [-0.718, -1.520, -2.023], [0.509, -0.952, -2.066], [-0.059, -1.394, -2.694]],
  "forces_ev_per_angstrom": [[-2.5, 0.4, 0.5], [-0.3, -0.5, -2.8], [2.8, -1.1, 0.2], [1.1, 0.3, 4.4], [-2.4, 1.2, 0.2], [0.4, -0.6, 0.2], [0.3, -0.3, 0.1], [1.0, 0.4, 0.6], [0.3, 0.7, -0.2], [-0.4, 0.1, 0.3], [0.1, 0.7, 1.6], [0.4, -0.6, -0.9], [-0.6, -0.8, -0.8], [-0.6, 0.7, -2.3], [-0.3, -0.1, 0.1], [0.5, 0.1, -0.9], [0.1, -0.6, 0.5], [0.1, 0.3, 0.1], [-1.4, -0.7, -0.1], [1.2, 0.6, -0.5], [0.2, -0.1, -0.2]],
  "mulliken_charge": [-1.030, -0.631, 0.493, -1.548, -0.127, -1.232, 0.318, 0.323, 0.279, 0.292, 0.409, 0.385, 0.343, 0.156, 0.372, 0.389, 0.326, 0.364, 0.392, 0.399, -0.672],
  "max_force_ha_per_bohr": 0.088,
  "charge": 0,
  "e_homo_ev": -8.386
}

Record 2
{
  "formula": "C8H20Cl6O8P2",
  "method": "the ωB97M-V functional and the def2-TZVPD basis",
  "symbols": ["C", "O", "P", "O", "O", "C", "O", "C", "H", "H", "H", "H", "H", "H", "H", "H", "H", "C", "O", "P", "O", "O", "C", "O", "C", "H", "H", "H", "H", "H", "H", "H", "H", "H", "C", "Cl", "Cl", "Cl", "H", "C", "Cl", "Cl", "Cl", "H"],
  "coordinates": [[0.439, -1.777, 3.037], [0.659, -0.504, 2.478], [-0.521, 0.250, 1.672], [-1.177, -0.532, 0.587], [-1.530, 0.726, 2.825], [-2.943, 0.742, 2.531], [0.250, 1.669, 1.204], [1.269, 1.720, 0.201], [0.479, -2.447, 2.179], [-0.522, -1.833, 3.548], [1.276, -2.056, 3.677], [-3.189, -0.011, 1.782], [-3.385, 1.722, 2.354], [-3.455, 0.500, 3.463], [2.177, 1.981, 0.746], [1.168, 2.597, -0.438], [1.605, 0.869, -0.391], [2.870, -0.458, -2.985], [2.044, -1.599, -3.341], [1.402, -2.574, -2.177], [2.220, -2.717, -1.008], [1.155, -3.904, -3.045], [0.181, -4.005, -4.098], [-0.045, -1.924, -1.744], [-0.449, -1.656, -0.398], [2.593, -0.166, -1.972], [2.654, 0.426, -3.584], [3.947, -0.621, -3.007], [-0.432, -3.123, -4.281], [-0.465, -4.855, -3.874], [0.686, -4.210, -5.042], [-0.077, -0.703, -0.023], [-0.166, -2.348, 0.395], [-1.522, -1.467, -0.440], [0.884, 3.058, -2.772], [1.725, 1.498, -3.230], [-0.003, 2.973, -1.293], [-0.365, 3.343, -3.959], [1.509, 3.949, -2.833], [-2.442, 3.488, 4.629], [-3.415, 2.281, 3.762], [-2.415, 3.105, 6.396], [-3.227, 5.044, 4.282], [-1.447, 3.551, 4.188]],
  "forces_ev_per_angstrom": [[0.0, -1.3, -0.7], [-0.9, 2.3, -1.1], [0.8, 2.8, 2.0], [-7.7, 10.5, 13.1], [0.1, 0.5, -0.5], [-0.4, -5.6, -3.1], [-2.0, -2.6, 0.1], [5.3, -0.8, 3.0], [-0.3, -0.5, 0.4], [0.1, -0.1, 0.1], [-0.2, 0.4, 0.1], [0.4, -0.1, -0.2], [0.7, -2.1, -4.6], [0.2, -2.2, -1.0], [0.4, -0.5, 0.6], [2.6, -2.1, 3.0], [-1.1, -0.6, 0.2], [0.2, -2.9, 1.5], [0.2, 0.1, 0.3], [-2.7, 1.5, -1.3], [1.7, -0.7, 1.5], [-0.2, 1.1, 0.4], [0.0, -0.3, -0.4], [2.7, -2.6, -3.7], [3.2, -3.7, -4.2], [0.5, -0.3, 0.0], [2.5, -3.5, -1.6], [0.0, -0.6, -0.3], [0.1, 0.2, 0.5], [0.0, 0.1, 0.1], [0.3, -0.1, 0.1], [4.8, -2.2, -5.0], [0.0, -0.9, -0.9], [0.3, -3.1, -3.2], [-0.8, 0.0, -1.5], [-3.9, 6.6, 1.8], [-6.3, 3.6, -4.2], [-0.5, 0.3, -1.4], [0.4, -0.5, 0.4], [-1.8, 0.9, 1.0], [0.9, 8.4, 8.4], [0.3, 0.3, -0.9], [0.3, 0.5, 0.4], [-0.1, -0.5, 0.3]],
  "mulliken_charge": [-0.601, -0.301, 0.753, -0.065, -0.208, -0.446, -0.335, -0.338, 0.225, 0.298, 0.248, 0.487, 0.167, 0.161, 0.437, 0.212, -0.204, 0.020, -0.302, 0.940, -0.721, -0.355, -0.645, -0.282, -0.022, -0.266, 0.079, 0.357, 0.273, 0.271, 0.282, -0.390, 0.206, 0.209, -0.046, 0.013, -0.136, -0.154, 0.353, 0.184, -0.241, -0.155, -0.161, 0.198],
  "max_force_ha_per_bohr": 0.359,
  "charge": 0,
  "e_homo_ev": -7.451
}

Record 3
{
  "formula": "C4H6NO",
  "method": "the ωB97M-V functional and the def2-TZVPD basis",
  "symbols": ["C", "C", "C", "C", "N", "O", "H", "H", "H", "H", "H", "H"],
  "coordinates": [[-0.244, -1.391, -0.134], [-0.312, 0.474, 1.944], [-0.495, -0.280, 0.696], [0.593, 0.389, -1.743], [0.150, -0.322, -0.633], [-1.514, 0.443, 1.144], [-0.615, -2.396, -0.172], [-0.287, -0.044, 2.992], [0.193, 1.328, 2.010], [0.069, 1.305, -1.807], [0.830, -0.246, -2.584], [1.632, 0.741, -1.714]],
  "forces_ev_per_angstrom": [[-3.1, -8.4, 5.4], [-1.2, -3.3, 2.6], [1.3, -0.4, -0.9], [1.7, 0.5, 0.5], [2.8, 7.5, -3.9], [-1.2, -0.1, 0.9], [-0.3, 0.0, -1.1], [-0.6, 0.5, -2.2], [2.0, 3.7, -0.6], [-1.0, 0.7, -0.8], [-1.1, -0.6, -0.6], [0.6, 0.2, 0.9]],
  "lowdin_spin": [0.631, 0.107, 0.165, 0.131, 0.589, 0.216, 0.053, 0.001, 0.005, 0.016, 0.029, 0.056],
  "s2": 2.01,
  "max_force_ha_per_bohr": 0.204,
  "charge": 1,
  "multiplicity": 3,
  "e_homo_ev": [-12.071, -16.174]
}

Record 4
{
  "formula": "C11H10BrNRuS",
  "method": "the ωB97M-V functional and the def2-TZVPD basis",
  "symbols": ["C", "C", "C", "H", "C", "C", "H", "H", "H", "H", "Ru", "Br", "C", "C", "C", "H", "C", "C", "H", "H", "H", "H", "S", "C", "N"],
  "coordinates": [[-1.166, -0.761, -1.750], [-1.257, -1.782, -0.731], [-2.002, -1.245, 0.369], [-0.799, -2.756, -0.794], [-2.384, 0.091, 0.051], [-1.868, 0.410, -1.250], [-1.998, 1.339, -1.784], [-0.725, -0.879, -2.723], [-2.163, -1.749, 1.306], [-2.924, 0.777, 0.689], [-0.021, -0.059, -0.232], [1.009, -2.266, 1.655], [2.027, 1.175, 0.456], [1.165, 1.938, -0.395], [0.970, 1.192, -1.615], [0.725, 2.903, -0.184], [1.705, -0.056, -1.485], [2.386, -0.023, -0.219], [2.975, -0.835, 0.178], [2.310, 1.445, 1.458], [0.443, 1.532, -2.493], [1.780, -0.823, -2.236], [-0.210, 0.484, 2.465], [-0.007, 0.012, 4.043], [0.028, -0.063, 5.219]],
  "forces_ev_per_angstrom": [[-2.6, -1.0, -0.8], [-1.4, -0.1, -0.7], [-0.7, 0.0, -0.8], [-0.1, 0.0, 0.1], [-0.5, -0.6, -0.7], [-1.5, -0.7, -0.5], [0.0, 0.0, 0.0], [0.0, 0.0, -0.2], [0.1, 0.1, 0.0], [0.2, -0.1, 0.0], [1.7, -1.1, 6.5], [0.1, -0.3, -0.2], [0.3, 0.4, -0.9], [1.2, -0.1, -0.8], [2.0, 0.9, -0.4], [0.0, -0.1, 0.1], [1.8, 1.7, -0.5], [0.0, 0.3, -0.7], [-0.1, 0.1, 0.0], [0.0, -0.1, 0.0], [0.0, 0.0, 0.0], [0.0, -0.1, 0.0], [-0.5, 0.9, 0.1], [0.0, 0.1, 2.2], [0.1, -0.3, -1.9]],
  "lowdin_spin": [0.062, 0.094, 0.169, 0.007, 0.164, 0.125, 0.010, 0.007, 0.008, 0.012, 2.896, 0.394, 0.162, 0.155, 0.066, 0.013, 0.077, 0.154, 0.005, 0.007, 0.006, 0.009, 0.288, 0.037, 0.074],
  "s2": 8.78,
  "max_force_ha_per_bohr": 0.133,
  "charge": -1,
  "multiplicity": 6,
  "e_homo_ev": [-2.424, -4.203]
}

Record 5
{
  "formula": "C16H18FN3O5",
  "method": "the ωB97M-V functional and the def2-TZVPD basis",
  "symbols": ["O", "C", "C", "C", "C", "C", "C", "O", "N", "C", "O", "F", "C", "O", "O", "H", "H", "H", "H", "H", "H", "H", "H", "C", "C", "C", "N", "C", "H", "H", "H", "H", "H", "C", "C", "C", "N", "C", "H", "H", "H", "H", "H"],
  "coordinates": [[3.715, -5.946, -2.284], [3.212, -4.863, -2.106], [4.022, -3.592, -2.219], [3.401, -2.364, -2.889], [2.245, -2.577, -3.884], [1.041, -2.422, -2.948], [-0.296, -2.309, -3.635], [-0.427, -1.893, -4.746], [-1.422, -2.795, -2.865], [-1.771, -4.119, -3.174], [-1.629, -5.066, -2.472], [-2.293, -4.195, -4.398], [1.533, -1.203, -2.185], [0.947, -0.203, -1.881], [2.843, -1.419, -1.924], [2.144, -4.818, -1.836], [4.903, -3.872, -2.801], [4.385, -3.322, -1.222], [4.222, -1.828, -3.363], [2.236, -1.672, -4.496], [2.268, -3.477, -4.490], [1.010, -3.204, -2.188], [-1.177, -2.806, -1.878], [-1.079, 1.800, 2.613], [-1.901, 2.364, 1.599], [-1.344, 2.031, 0.392], [-0.224, 1.289, 0.637], [-0.051, 1.145, 1.985], [-1.228, 1.865, 3.678], [-2.798, 2.943, 1.742], [-1.650, 2.256, -0.615], [0.382, 0.909, -0.070], [0.781, 0.590, 2.383], [-2.767, 5.359, 6.332], [-3.589, 5.922, 5.318], [-3.034, 5.588, 4.112], [-1.912, 4.847, 4.357], [-1.741, 4.702, 5.705], [-2.913, 5.428, 7.397], [-4.484, 6.504, 5.460], [-3.342, 5.812, 3.105], [-1.307, 4.464, 3.652], [-0.909, 4.147, 6.103]],
  "forces_ev_per_angstrom": [[-0.2, 0.5, 0.0], [0.3, -0.6, 0.0], [0.0, 0.0, -0.2], [0.1, -0.1, 0.1], [0.0, 0.6, 0.6], [0.1, 0.1, 0.0], [-0.5, 0.5, -0.3], [0.1, -0.2, 0.0], [0.6, -0.4, 0.4], [-0.2, 0.0, -0.2], [-0.3, 0.2, -0.2], [0.2, -0.1, 0.2], [0.0, 0.3, 0.1], [0.1, -0.5, 0.2], [-0.1, 0.1, -0.2], [-0.1, 0.1, 0.1], [0.0, 0.0, 0.1], [-0.1, 0.1, 0.0], [-0.1, 0.1, 0.0], [-0.1, -0.4, -0.5], [0.1, 0.0, 0.1], [-0.1, -0.2, -0.1], [0.0, 0.1, 0.0], [0.0, 0.0, 0.1], [0.0, 0.1, 0.0], [0.0, 0.0, 0.0], [0.0, 0.0, 0.0], [0.0, 0.0, -0.1], [0.0, 0.0, 0.0], [0.0, 0.0, 0.0], [0.0, 0.0, 0.0], [0.0, 0.0, -0.1], [0.0, 0.0, 0.0], [0.0, 0.0, 0.0], [0.0, 0.0, 0.0], [0.0, 0.0, 0.0], [0.0, 0.0, 0.0], [0.0, 0.0, 0.0], [0.0, 0.0, 0.0], [0.0, 0.0, 0.0], [0.0, 0.0, 0.0], [0.0, 0.0, 0.0], [0.0, 0.0, 0.0]],
  "mulliken_charge": [-0.477, 0.035, -0.817, 0.401, -1.028, 0.829, 0.091, -0.467, -0.287, 0.603, -0.464, -0.200, 0.243, -0.632, -0.390, 0.327, 0.307, 0.388, 0.326, 0.385, 0.442, 0.000, 0.332, -0.543, -0.580, -0.440, 0.112, -0.535, 0.514, 0.451, 0.406, 0.263, 0.399, -0.427, -0.426, -0.473, -0.022, -0.471, 0.397, 0.400, 0.378, 0.275, 0.373],
  "max_force_ha_per_bohr": 0.016,
  "smiles": "O=CC[C@H]1C[C@H](C(=O)NC(=O)F)C(=O)O1.c1cc[nH]c1.c1cc[nH]c1",
  "charge": 0,
  "e_homo_ev": -8.106
}

Record 6
{
  "formula": "C3H8OS2",
  "method": "the ωB97M-V functional and the def2-TZVPD basis",
  "symbols": ["C", "C", "O", "C", "S", "S", "H", "H", "H", "H", "H", "H", "H", "H"],
  "coordinates": [[0.166, -0.230, -0.262], [1.407, -0.915, 0.339], [1.618, -2.181, -0.230], [-0.047, 1.138, 0.392], [-1.492, 2.121, -0.133], [-2.791, 0.699, -0.757], [-0.641, -0.880, 0.124], [0.148, -0.312, -1.353], [2.267, -0.235, 0.401], [1.127, -1.137, 1.379], [1.308, -2.174, -1.142], [0.881, 1.659, 0.128], [-0.082, 1.093, 1.483], [-3.869, 1.354, -0.370]],
  "forces_ev_per_angstrom": [[-1.2, -1.2, 1.4], [-0.8, 0.0, 0.9], [0.1, 0.4, -0.3], [1.2, -0.3, -1.2], [-0.2, -0.6, 0.1], [1.3, -0.2, 0.2], [0.0, 0.1, -0.6], [0.1, 0.7, 0.0], [0.2, -0.3, -0.6], [0.3, 0.2, 0.0], [0.3, -0.1, -0.1], [-0.5, 0.9, 0.1], [-0.3, -0.1, 0.0], [-0.6, 0.7, 0.0]],
  "lowdin_spin": [0.003, 0.000, 0.000, 0.055, 0.517, 0.380, 0.002, 0.000, 0.000, 0.000, 0.000, 0.004, 0.020, 0.018],
  "s2": 0.75,
  "max_force_ha_per_bohr": 0.043,
  "charge": 1,
  "multiplicity": 2,
  "e_homo_ev": [-14.021, -14.019]
}

Computed values of ΔE to the lowest compared entry with this formula, charge and spin (unit: kJ/mol) for the preceding records, in sequence: 533.79; 1802.31; 474.27; 147.69; 0.00; 35.72.